[1]
The following is a quantum chemistry calculation of a cluster of 7 separate species, C10H34N2O8 in total in a non-equilibrium geometry, from the Open Molecules 2025 dataset.

Its net charge is 0. As for the LUMO energy: 0.0 eV. Its highest occupied orbital energy is -7.59 eV.

Geometry (Å):
N 0.099 -0.391 -0.192
H -0.374 -1.178 -0.611
H 1.007 -0.645 0.170
H -0.482 -0.025 0.549
H 0.202 0.306 -0.916
N -2.922 0.876 0.533
O -1.858 1.446 0.488
O -2.921 -0.335 0.609
O -3.948 1.516 0.470
C 1.517 2.253 2.793
O 2.347 1.175 2.987
H 1.913 2.984 2.087
H 0.550 1.842 2.503
H 1.274 2.755 3.729
H 3.263 1.464 2.994
C -0.344 -2.033 4.445
C -0.709 -0.973 3.443
C -1.276 0.292 4.029
O 0.444 -0.876 2.645
H -0.197 -2.949 3.872
H -1.124 -2.215 5.184
H 0.574 -1.854 5.004
H -1.403 -1.402 2.719
H -1.467 1.014 3.236
H -0.536 0.742 4.691
H -2.151 0.023 4.620
H 1.012 -0.125 2.833
C -1.029 -3.261 -3.784
C -1.151 -2.033 -2.851
C -2.548 -1.377 -2.890
O -1.021 -2.505 -1.545
H -1.628 -4.125 -3.498
H 0.044 -3.448 -3.745
H -1.246 -3.044 -4.830
H -0.327 -1.378 -3.134
H -2.837 -1.048 -3.889
H -2.565 -0.556 -2.174
H -3.330 -2.116 -2.718
H -1.690 -3.187 -1.452
C 1.294 2.895 -1.256
C 1.115 2.328 -2.681
C 2.367 2.487 -3.561
O 0.821 0.999 -2.728
H 1.985 2.312 -0.648
H 0.333 2.936 -0.743
H 1.643 3.926 -1.319
H 0.298 2.891 -3.133
H 2.167 2.236 -4.603
H 3.122 1.799 -3.181
H 2.832 3.473 -3.523
H 0.828 0.655 -3.625
O 2.453 -1.243 0.699
H 3.272 -1.609 0.365
H 2.312 -1.692 1.533

[2]
The following is a quantum chemistry calculation of a structure of composition C10H34O7 in a non-equilibrium geometry, from the Open Molecules 2025 dataset.

Its net charge is 0. As for the LUMO energy: 0.6 eV. The energy above the lowest of the compared OMol25 structures with the same formula, charge and spin comes out at 995.48 kJ/mol. Its highest occupied orbital energy is -9.59 eV.

Geometry (Å):
O 0.731 -0.199 0.438
H 0.433 -1.063 0.724
H 1.686 -0.252 0.471
O 2.941 -0.593 0.642
H 3.620 0.066 0.502
H 2.761 -0.943 -0.230
C -1.803 -2.138 1.182
C -2.731 -3.294 1.425
O -2.776 -4.230 0.295
H -2.131 -1.516 0.349
H -0.758 -2.375 0.982
H -1.718 -1.437 2.012
H -3.753 -3.015 1.682
H -2.270 -3.734 2.309
H -2.551 -5.043 0.755
C -1.568 1.181 -2.791
C -1.206 0.504 -1.465
O 0.086 0.728 -1.146
H -2.635 1.025 -2.951
H -1.005 0.784 -3.636
H -1.357 2.250 -2.792
H -1.359 -0.561 -1.639
H -1.846 0.769 -0.624
H 0.231 0.466 -0.234
C -1.151 0.834 2.119
C -2.617 0.994 2.424
O -3.161 -0.356 2.461
H -0.778 0.301 2.994
H -0.617 1.779 2.216
H -0.835 0.225 1.272
H -3.077 1.532 1.595
H -2.682 1.543 3.364
H -3.111 -0.673 1.556
C 1.057 -0.976 -3.359
C 2.144 -0.274 -2.453
O 2.045 -0.834 -1.126
H 0.974 -0.482 -4.327
H 0.060 -0.927 -2.920
H 1.290 -2.035 -3.475
H 2.031 0.810 -2.468
H 3.069 -0.464 -2.996
H 1.249 -0.407 -0.802
C 2.355 1.857 1.417
C 2.877 3.088 0.814
O 3.009 2.939 -0.603
H 1.992 1.963 2.440
H 3.041 1.010 1.421
H 1.532 1.489 0.805
H 3.845 3.442 1.170
H 2.158 3.862 1.081
H 2.280 2.378 -0.879

[3]
The following is a quantum chemistry calculation of a cluster of 7 separate species, C10H34O7 in total in a non-equilibrium geometry, from the Open Molecules 2025 dataset.

Its net charge is 0. As for the LUMO energy: 0.0 eV. The energy above the lowest of the compared OMol25 structures with the same formula, charge and spin comes out at 152.58 kJ/mol. Its highest occupied orbital energy is -9.58 eV.

Geometry (Å):
C 12.589 -7.669 2.470
C 11.775 -6.751 3.356
O 11.265 -7.541 4.429
H 11.924 -8.448 2.088
H 13.350 -8.182 3.064
H 13.089 -7.201 1.624
H 11.048 -6.192 2.751
H 12.398 -5.946 3.769
H 10.701 -6.945 4.939
C 12.955 -6.561 -2.802
C 13.609 -6.040 -1.549
O 14.889 -6.654 -1.353
H 13.393 -6.171 -3.723
H 11.880 -6.383 -2.859
H 13.069 -7.648 -2.812
H 13.003 -6.274 -0.671
H 13.725 -4.952 -1.500
H 15.232 -6.906 -2.215
C 16.111 -7.064 5.746
C 15.092 -6.076 5.174
O 13.820 -6.287 5.810
H 17.148 -6.760 5.547
H 15.986 -8.059 5.320
H 16.103 -7.035 6.835
H 14.972 -6.099 4.087
H 15.495 -5.094 5.432
H 13.446 -7.029 5.315
C 18.077 -8.087 1.291
C 19.397 -7.414 1.672
O 19.586 -7.432 3.095
H 17.264 -7.605 1.834
H 18.072 -9.146 1.551
H 17.882 -8.008 0.219
H 19.370 -6.378 1.326
H 20.264 -7.970 1.315
H 19.015 -6.751 3.473
C 16.972 -2.606 2.700
C 17.473 -3.317 3.941
O 17.801 -4.674 3.640
H 16.880 -1.525 2.806
H 15.985 -3.020 2.481
H 17.593 -2.801 1.826
H 16.681 -3.388 4.697
H 18.260 -2.762 4.453
H 17.304 -4.925 2.845
O 15.979 -5.294 1.099
H 15.114 -4.988 1.413
H 15.859 -5.420 0.147
O 13.229 -4.329 1.523
H 13.431 -3.792 2.303
H 12.331 -4.075 1.281

[4]
The following is a quantum chemistry calculation of a cluster of 7 separate species, C10H35O7 in total in a non-equilibrium geometry, from the Open Molecules 2025 dataset.

Its net charge is +1. As for the LUMO energy: -2.4 eV. The energy above the lowest of the compared OMol25 structures with the same formula, charge and spin comes out at 808.94 kJ/mol. Its highest occupied orbital energy is -12.66 eV.

Geometry (Å):
O -0.115 -0.597 -0.067
H 0.178 -0.605 0.904
H 0.537 -1.142 -0.525
H -0.251 0.315 -0.217
C 1.721 -3.367 -2.047
O 1.453 -2.599 -1.003
H 2.764 -3.769 -2.140
H 1.281 -2.880 -2.958
H 1.426 -4.397 -1.837
H 1.959 -3.054 -0.337
C 0.892 -0.762 3.525
O 1.424 -0.609 2.271
H -0.227 -0.500 3.499
H 1.342 0.135 4.153
H 0.908 -1.704 3.870
H 2.221 -0.961 2.355
C -1.837 -3.522 0.558
O -1.478 -2.931 1.810
H -2.740 -3.141 0.208
H -1.852 -4.446 0.538
H -1.142 -3.063 -0.361
H -1.412 -3.555 2.533
C 0.062 0.769 -3.751
O -0.609 0.861 -2.541
H -0.780 0.700 -4.439
H 0.470 -0.056 -3.834
H 0.676 1.489 -4.321
H -1.049 1.813 -2.357
C 3.241 0.649 -0.762
C 2.701 2.001 -0.376
C 2.696 3.184 -1.514
O 1.359 1.741 0.153
H 3.420 0.093 0.181
H 4.248 0.730 -1.149
H 2.620 0.412 -1.623
H 3.290 2.471 0.610
H 2.412 4.118 -1.334
H 2.585 2.680 -2.380
H 3.699 3.375 -1.780
H 1.195 2.324 0.862
C -3.928 1.265 0.087
C -3.145 1.924 1.196
C -3.255 1.214 2.470
O -1.671 1.865 0.820
H -3.400 0.209 0.102
H -3.833 1.940 -0.809
H -5.048 1.179 0.411
H -3.571 2.902 1.198
H -4.226 1.258 2.938
H -2.705 1.637 3.302
H -3.250 -0.052 2.352
H -1.256 2.460 1.555

[5]
The following is a quantum chemistry calculation of a cluster of 9 separate species, C10H36BF4N12O8 in total in a non-equilibrium geometry, from the Open Molecules 2025 dataset.

Its net charge is -1. As for the LUMO energy: 2.4 eV. Its highest occupied orbital energy is -7.02 eV.

Geometry (Å):
B 0.196 0.553 -0.175
F 0.171 1.935 0.015
F 1.150 -0.051 0.640
F -1.046 -0.021 0.134
F 0.599 0.213 -1.479
C -4.108 0.114 -0.023
C -5.185 1.175 -0.006
O -5.145 1.900 -1.237
H -4.330 -0.630 -0.791
H -4.042 -0.387 0.945
H -3.151 0.579 -0.233
H -5.068 1.787 0.886
H -6.163 0.695 0.103
H -5.477 1.385 -1.974
C -1.586 -0.144 3.826
C -1.378 -1.660 4.127
O -0.441 -1.599 5.218
H -0.707 0.310 3.380
H -1.909 0.284 4.773
H -2.413 -0.105 3.112
H -0.906 -2.067 3.232
H -2.348 -2.071 4.401
H -0.662 -2.264 5.875
C 3.790 2.989 0.004
O 4.780 3.699 0.133
N 2.510 3.422 0.179
N 3.817 1.614 0.006
H 2.273 4.379 0.364
H 1.727 2.773 0.138
H 3.026 1.005 -0.047
H 4.719 1.174 0.067
C 2.148 2.373 -4.469
O 2.628 3.382 -3.959
N 2.237 2.045 -5.804
N 1.453 1.432 -3.799
H 2.751 2.776 -6.277
H 1.380 1.671 -6.171
H 1.260 0.533 -4.227
H 1.455 1.391 -2.796
C 2.650 -2.437 3.396
O 2.041 -3.478 3.655
N 2.233 -1.188 3.688
N 3.867 -2.479 2.810
H 1.361 -1.122 4.189
H 2.747 -0.401 3.344
H 4.160 -3.403 2.544
H 4.416 -1.665 2.614
C 1.993 -2.272 -3.808
O 1.533 -1.422 -4.568
N 2.501 -3.478 -4.156
N 1.939 -2.063 -2.472
H 2.597 -3.774 -5.107
H 2.889 -3.993 -3.388
H 2.203 -2.749 -1.786
H 1.744 -1.126 -2.152
C -2.023 3.600 1.648
O -2.556 4.614 2.093
N -2.256 3.196 0.353
N -1.359 2.692 2.385
H -2.818 3.876 -0.127
H -1.923 2.344 -0.048
H -0.879 1.975 1.875
H -0.998 2.975 3.279
C -1.469 -3.538 -0.858
O -0.816 -4.514 -0.510
N -2.806 -3.589 -1.217
N -0.945 -2.331 -1.134
H -3.442 -4.149 -0.678
H -3.170 -2.896 -1.842
H -1.476 -1.490 -1.024
H 0.058 -2.305 -1.089

[6]
The following is a quantum chemistry calculation of a cluster of 8 separate species, C10H36N8O8 in total in a non-equilibrium geometry, from the Open Molecules 2025 dataset.

Its net charge is 0. As for the LUMO energy: -0.3 eV. The energy above the lowest of the compared OMol25 structures with the same formula, charge and spin comes out at 700.09 kJ/mol. Its highest occupied orbital energy is -8.96 eV.

Geometry (Å):
N -0.420 -0.160 0.748
C -0.642 -0.147 2.031
N 0.344 0.304 2.745
O -1.877 -0.261 2.619
H -1.260 -0.265 0.192
H 0.455 -0.008 0.222
H 0.039 0.576 3.655
H 1.103 0.768 2.269
N 2.334 -1.644 2.633
C 2.259 -2.843 2.093
N 1.276 -2.889 1.226
O 3.219 -3.825 2.251
H 3.199 -1.576 3.146
H 1.494 -0.919 2.800
H 1.280 -3.616 0.518
H 0.548 -2.259 1.159
N -3.188 0.516 -2.857
C -2.511 -0.346 -2.134
N -1.806 -1.248 -2.785
O -2.498 -0.304 -0.776
H -3.927 1.043 -2.356
H -3.245 0.470 -3.864
H -1.017 -1.663 -2.200
H -1.833 -1.405 -3.772
N 3.785 1.847 0.480
C 3.123 0.987 1.231
N 2.574 0.000 0.659
O 2.927 1.298 2.563
H 4.034 2.776 0.910
H 3.925 1.807 -0.514
H 2.325 -0.835 1.335
H 2.792 -0.277 -0.312
C 0.976 2.421 -1.068
C -0.412 2.382 -1.640
C -0.976 3.802 -1.751
O -0.530 1.908 -2.783
H 1.421 1.453 -1.065
H 0.993 2.888 -0.110
H 1.433 3.108 -1.735
H -1.019 1.847 -0.930
H -1.995 3.733 -2.103
H -0.350 4.489 -2.406
H -1.153 4.384 -0.814
H -1.436 1.570 -2.884
C -2.088 -3.440 0.738
O -2.394 -4.628 0.118
H -1.068 -3.389 0.821
H -2.608 -3.286 1.728
H -2.452 -2.640 0.097
H -2.945 -4.453 -0.674
C -1.084 3.316 1.975
O -0.205 4.091 2.658
H -0.554 2.460 1.585
H -1.527 3.887 1.159
H -1.893 3.048 2.628
H 0.443 4.410 2.071
C 0.315 -3.508 -2.014
O 0.318 -2.169 -1.522
H 0.891 -4.184 -1.449
H 0.643 -3.607 -3.069
H -0.734 -3.914 -1.910
H 1.180 -1.880 -1.563

[7]
The following is a quantum chemistry calculation of a cluster of 8 separate species, C10H38FO8P in total, from the Open Molecules 2025 dataset.

Its net charge is 0. As for the LUMO energy: 0.5 eV. The energy above the lowest of the compared OMol25 structures with the same formula, charge and spin comes out at 0.00 kJ/mol. Its highest occupied orbital energy is -9.31 eV.

Geometry (Å):
C 4.500 2.000 -0.612
C 3.360 2.298 -1.555
F 3.849 2.957 -2.693
C 2.262 3.123 -0.915
P 0.713 2.065 -0.650
O -0.732 1.180 -0.339
H 5.079 2.907 -0.454
H 4.070 1.671 0.330
H 5.155 1.222 -0.999
H 2.959 1.347 -1.928
H 2.006 3.957 -1.565
H 2.569 3.491 0.065
H 0.118 3.079 0.118
H 0.473 2.025 -2.036
H 1.498 1.036 -0.096
H -0.644 0.313 -0.752
C -2.555 2.198 -3.374
O -2.074 3.457 -2.911
H -2.888 2.331 -4.399
H -1.763 1.442 -3.349
H -3.397 1.851 -2.770
H -1.785 3.332 -2.003
C -4.462 0.469 -6.051
O -4.634 1.885 -6.061
H -3.468 0.259 -5.665
H -5.199 -0.014 -5.404
H -4.544 0.062 -7.062
H -5.515 2.065 -6.397
C -1.602 -1.382 1.726
O -1.664 -1.769 0.356
H -1.542 -0.297 1.748
H -2.503 -1.706 2.250
H -0.720 -1.799 2.222
H -1.744 -2.728 0.334
C 3.838 -0.178 3.041
O 3.665 1.164 2.596
H 4.013 -0.794 2.161
H 4.692 -0.262 3.713
H 2.947 -0.542 3.557
H 3.512 1.706 3.375
C -2.211 -3.508 -2.383
O -2.148 -2.199 -2.927
H -2.261 -4.206 -3.215
H -1.321 -3.733 -1.786
H -3.100 -3.633 -1.757
H -2.110 -1.584 -2.187
C -3.899 -4.322 3.060
O -3.823 -3.800 1.738
H -3.009 -3.986 3.586
H -4.779 -3.949 3.590
H -3.914 -5.415 3.063
H -4.604 -4.083 1.257
C 5.249 -0.122 6.786
O 3.944 0.180 6.303
H 5.906 0.671 6.440
H 5.279 -0.147 7.878
H 5.614 -1.075 6.395
H 3.347 -0.510 6.603

[8]
The following is a quantum chemistry calculation of a cluster of 9 separate species, C10H38N12O9 in total in a non-equilibrium geometry, from the Open Molecules 2025 dataset.

Its net charge is 0. As for the LUMO energy: -0.5 eV. The energy above the lowest of the compared OMol25 structures with the same formula, charge and spin comes out at 665.79 kJ/mol. Its highest occupied orbital energy is -9.47 eV.

Geometry (Å):
N -0.049 0.000 -0.653
C 0.381 -0.996 -1.364
N 0.019 -2.191 -0.891
O 1.059 -0.900 -2.497
H 0.183 0.961 -0.860
H -0.354 -0.190 0.324
H 0.404 -2.979 -1.393
H -0.453 -2.420 -0.037
N -0.648 -1.056 1.876
C -1.538 -1.996 1.770
N -2.705 -1.461 1.959
O -1.388 -3.304 1.413
H 0.389 -1.363 1.929
H -0.782 -0.050 2.122
H -3.548 -2.019 1.925
H -2.809 -0.579 2.385
N -2.589 0.260 -0.069
C -3.608 0.960 -0.396
N -3.373 1.902 -1.265
O -4.877 0.873 0.219
H -2.650 -0.501 0.628
H -1.743 0.203 -0.633
H -4.147 2.544 -1.381
H -2.623 1.907 -1.934
N -3.260 1.088 3.195
C -2.059 1.537 3.212
N -1.440 1.547 2.038
O -1.611 1.906 4.478
H -3.828 1.077 4.056
H -3.760 0.972 2.278
H -0.545 2.138 1.850
H -1.914 1.183 1.181
N 3.279 0.653 -2.572
C 3.131 1.891 -2.843
N 1.879 2.250 -2.938
O 4.044 2.721 -3.272
H 4.231 0.425 -2.592
H 2.552 -0.006 -2.533
H 1.796 3.134 -3.556
H 1.088 1.627 -3.092
N 0.646 3.115 1.561
C 1.130 2.556 0.489
N 0.558 2.902 -0.636
O 2.035 1.563 0.536
H 1.069 2.859 2.487
H 0.196 4.041 1.440
H 1.014 2.594 -1.580
H -0.196 3.620 -0.621
C 1.451 -2.992 3.646
C 1.905 -3.102 2.161
O 2.165 -1.781 1.791
H 0.479 -2.541 3.876
H 2.222 -2.654 4.355
H 1.275 -4.048 3.974
H 1.137 -3.596 1.529
H 2.783 -3.683 2.163
H 2.349 -1.659 0.892
C -1.835 0.817 -4.117
O -1.214 1.733 -3.252
H -1.912 -0.111 -3.664
H -1.163 0.493 -4.902
H -2.845 1.087 -4.512
H -1.564 2.584 -3.535
C 3.761 -2.959 -0.956
O 3.285 -1.663 -0.624
H 3.653 -3.753 -0.240
H 4.822 -2.822 -1.224
H 3.196 -3.344 -1.842
H 3.466 -1.001 -1.261

| no. | electronic energy (Eh) |
| --- | --- |
| 1 | -1112.6675 |
| 2 | -927.6930 |
| 3 | -928.0141 |
| 4 | -928.1063 |
| 5 | -2086.4944 |
| 6 | -1442.4620 |
| 7 | -1446.7521 |
| 8 | -1738.0157 |